[1]
{"formula": "C23H61FLiO8Zn", "method": "ωB97M-V with the def2-TZVPD basis set", "e_above_lowest_kj_mol": 0.0, "charge": 1, "homo_lumo_gap_ev": 8.61, "spin_multiplicity": 1, "species": ["Li", "Zn", "F", "C", "C", "O", "H", "H", "H", "H", "H", "C", "C", "C", "O", "H", "H", "H", "H", "H", "H", "H", "H", "C", "C", "C", "O", "H", "H", "H", "H", "H", "H", "H", "H", "C", "C", "C", "O", "H", "H", "H", "H", "H", "H", "H", "H", "C", "C", "C", "O", "H", "H", "H", "H", "H", "H", "H", "H", "C", "C", "C", "O", "H", "H", "H", "H", "H", "H", "H", "H", "C", "C", "C", "O", "H", "H", "H", "H", "H", "H", "H", "H", "C", "C", "C", "O", "H", "H", "H", "H", "H", "H", "H", "H"], "xyz": [[-24.1122, -6.3175, -7.2964], [-22.1617, -4.6048, -8.1425], [-24.0811, -4.7448, -8.3659], [-20.6675, -5.8452, -5.0198], [-21.4415, -6.7988, -5.9174], [-22.1205, -6.1547, -6.9680], [-20.0076, -5.2263, -5.6434], [-20.0788, -6.3467, -4.2527], [-21.3523, -5.1364, -4.5527], [-22.1471, -7.3627, -5.2919], [-20.6978, -7.5000, -6.3362], [-19.9232, -11.0992, -3.6284], [-19.4691, -10.8317, -5.0438], [-18.6023, -9.5839, -5.1550], [-18.6846, -11.9308, -5.5338], [-19.0192, -11.2967, -3.0396], [-20.5647, -11.9773, -3.5522], [-20.3734, -10.2382, -3.1319], [-20.3261, -10.6671, -5.7230], [-18.2908, -9.4170, -6.1810], [-17.7549, -9.6928, -4.4757], [-19.1743, -8.7386, -4.7634], [-19.2177, -12.7305, -5.5282], [-20.5731, -5.4529, -11.8700], [-21.8138, -5.2175, -11.0420], [-23.0439, -5.8271, -11.6335], [-21.6236, -5.7198, -9.6863], [-20.7084, -5.0196, -12.8595], [-20.3677, -6.5180, -11.9579], [-19.7080, -4.9741, -11.4093], [-21.9101, -4.1306, -10.9486], [-23.9061, -5.6469, -10.9856], [-22.9204, -6.9008, -11.7867], [-23.3117, -5.3770, -12.5914], [-21.5379, -6.7050, -9.6391], [-23.9362, -11.2047, -3.7855], [-23.4105, -10.0184, -4.5554], [-23.4919, -10.1852, -6.0551], [-24.1421, -8.8205, -4.2198], [-23.5899, -12.1420, -4.2206], [-25.0238, -11.1591, -3.7740], [-23.5413, -11.1943, -2.7670], [-22.3586, -9.8206, -4.3076], [-23.0029, -9.3454, -6.5526], [-24.5476, -10.0918, -6.3434], [-23.1226, -11.1515, -6.3819], [-24.1370, -8.7266, -3.2621], [-21.2744, -2.2517, -4.8135], [-22.5541, -2.7924, -5.4145], [-23.7397, -1.8662, -5.1583], [-22.4180, -2.9888, -6.8585], [-21.4355, -1.9702, -3.7764], [-20.8219, -1.4718, -5.4274], [-20.5217, -3.0469, -4.8147], [-22.8075, -3.7591, -4.9855], [-23.8841, -1.8143, -4.0791], [-24.6422, -2.1414, -5.6926], [-23.4615, -0.8397, -5.4390], [-22.4812, -2.1015, -7.2318], [-21.1554, -9.5278, -10.9828], [-21.2229, -9.6209, -9.4916], [-19.8386, -9.8370, -8.8874], [-21.7302, -8.3966, -8.9622], [-22.1054, -9.6362, -11.5040], [-20.4924, -10.3169, -11.3462], [-20.6732, -8.5990, -11.2931], [-21.8352, -10.4913, -9.2252], [-19.1972, -8.9943, -9.1638], [-19.3942, -10.8054, -9.0948], [-19.9218, -9.7288, -7.7974], [-21.6580, -8.3711, -8.0013], [-16.9526, -2.6577, -2.6176], [-17.4214, -3.3245, -3.9034], [-17.3817, -2.3133, -5.0590], [-16.5979, -4.4385, -4.1938], [-17.6365, -1.8556, -2.3329], [-15.9795, -2.1975, -2.8040], [-16.8683, -3.3737, -1.8060], [-18.4669, -3.6511, -3.7892], [-17.6836, -2.7865, -5.9954], [-16.3519, -1.9490, -5.0964], [-18.0387, -1.4669, -4.8625], [-16.1406, -4.2926, -5.0260], [-18.4920, -8.2182, -1.1966], [-18.1985, -6.8041, -1.6645], [-17.0868, -6.1236, -0.8275], [-17.7986, -6.9248, -3.0413], [-18.8707, -8.2373, -0.1751], [-17.5682, -8.7976, -1.2290], [-19.2314, -8.6743, -1.8537], [-19.0793, -6.1492, -1.6165], [-16.8266, -6.6971, 0.0637], [-17.3509, -5.1171, -0.5047], [-16.1851, -6.0556, -1.4394], [-17.8465, -6.0999, -3.5366]]}

=====

[2]
{"formula": "C23H61NO15", "method": "ωB97M-V with the def2-TZVPD basis set", "smiles": "CC1(C)CCCC(C)(C)N1O.OCCO.OCCO.OCCO.OCCO.OCCO.OCCO.OCCO", "e_above_lowest_kj_mol": 636.8, "homo_lumo_gap_ev": 7.95, "spin_multiplicity": 1, "species": ["C", "C", "O", "O", "H", "H", "H", "H", "H", "H", "C", "C", "O", "O", "H", "H", "H", "H", "H", "H", "C", "C", "O", "O", "H", "H", "H", "H", "H", "H", "C", "C", "O", "O", "H", "H", "H", "H", "H", "H", "C", "C", "O", "O", "H", "H", "H", "H", "H", "H", "C", "C", "O", "O", "H", "H", "H", "H", "H", "H", "C", "C", "O", "O", "H", "H", "H", "H", "H", "H", "C", "C", "C", "C", "C", "C", "N", "O", "C", "C", "C", "H", "H", "H", "H", "H", "H", "H", "H", "H", "H", "H", "H", "H", "H", "H", "H", "H", "H", "H"], "xyz": [[0.9144, 7.3844, 0.6216], [0.7175, 8.8199, 1.1305], [2.0010, 9.5429, 1.1506], [1.5338, 6.6757, 1.7192], [1.6279, 7.3271, -0.2003], [-0.0671, 6.9433, 0.4477], [0.0454, 8.8169, 1.9886], [0.0597, 9.4732, 0.5573], [1.8324, 10.3961, 1.5570], [0.9072, 5.9483, 1.7108], [-1.3407, 1.7511, -7.8011], [-0.5207, 1.3096, -9.0737], [0.4260, 0.1404, -8.8674], [-0.5709, 2.5032, -6.8850], [-1.7149, 0.9164, -7.2083], [-2.2300, 2.2711, -8.1571], [0.0990, 2.1039, -9.4897], [-1.1783, 1.0458, -9.9019], [-0.1449, -0.6311, -8.8898], [0.0665, 3.0731, -7.3215], [-4.3446, -2.2577, -3.4178], [-4.0866, -3.7570, -3.4076], [-3.9546, -4.1615, -4.7952], [-4.0734, -1.8345, -2.0744], [-5.3118, -1.7925, -3.6079], [-3.7862, -1.7339, -4.1936], [-4.8219, -4.3532, -2.8672], [-3.1540, -3.8638, -2.8537], [-4.2951, -5.0404, -4.9776], [-4.3618, -0.9340, -1.9085], [6.7911, 8.0625, 2.1840], [7.1209, 6.5757, 2.2432], [6.2896, 5.7587, 1.4084], [5.5954, 8.2297, 3.0346], [6.5539, 8.4035, 1.1763], [7.5027, 8.7159, 2.6888], [7.2874, 6.1385, 3.2276], [8.0374, 6.4158, 1.6751], [5.5273, 5.6586, 1.9833], [4.8613, 8.2780, 2.4179], [1.1041, 1.0593, 0.1411], [0.8272, 1.0394, -1.3628], [0.6338, 2.2880, -1.9216], [2.4595, 1.5091, 0.4449], [1.1039, 0.0323, 0.5063], [0.3601, 1.5760, 0.7473], [-0.0813, 0.4655, -1.5454], [1.5817, 0.5915, -2.0096], [0.5540, 2.2692, -2.8781], [2.6638, 2.3615, 0.0535], [0.7848, -0.2418, 5.6193], [0.9000, 1.2467, 6.0827], [-0.3860, 1.5153, 6.7679], [-0.3139, -0.5745, 4.8145], [0.8939, -0.8649, 6.5070], [1.6805, -0.5561, 5.0836], [0.9774, 2.0053, 5.3039], [1.8144, 1.2062, 6.6746], [-0.9953, 0.9653, 6.2700], [-0.1313, -1.3230, 4.2418], [-3.7159, 3.3090, 0.6457], [-3.9828, 3.6879, -0.8176], [-4.8244, 2.8444, -1.5802], [-2.8550, 4.1747, 1.2982], [-3.3071, 2.3014, 0.7224], [-4.6403, 3.1490, 1.2006], [-2.9794, 3.7536, -1.2384], [-4.4166, 4.6875, -0.7933], [-5.0216, 3.4025, -2.3360], [-2.6733, 3.9534, 2.2145], [-2.8201, -5.9927, 1.5707], [-1.3458, -6.3950, 1.7029], [-1.1466, -7.8707, 1.0801], [0.3273, -8.4247, 0.9236], [1.2994, -7.4186, 0.2275], [0.9883, -5.8373, 0.6226], [-0.4019, -5.4427, 1.0701], [-0.6340, -4.0869, 1.3191], [1.8661, -5.5806, 1.8938], [1.3851, -4.9201, -0.5426], [-1.0734, -6.5042, 3.2510], [-3.5978, -6.7439, 1.4326], [-2.9075, -5.4101, 0.6537], [-3.2562, -5.5147, 2.4479], [-1.7551, -8.6400, 1.5557], [-1.6558, -7.7174, 0.1287], [0.3361, -9.2921, 0.2635], [0.7189, -8.5968, 1.9261], [1.3682, -7.6921, -0.8254], [2.3607, -7.6673, 0.2335], [1.5207, -6.3547, 2.5790], [2.8913, -5.8678, 1.6601], [1.6327, -4.5331, 2.0845], [0.8165, -5.1370, -1.4468], [1.4521, -3.8429, -0.3902], [2.3293, -5.2774, -0.9536], [-1.4475, -5.5713, 3.6728], [-0.0250, -6.5798, 3.5398], [-1.6823, -7.2990, 3.6819], [-1.3988, -3.9429, 0.7570]]}

=====

[3]
{"formula": "C23H63NO12S10", "method": "ωB97M-V with the def2-TZVPD basis set", "homo_lumo_gap_ev": 8.43, "spin_multiplicity": 1, "species": ["C", "S", "O", "O", "C", "C", "C", "C", "O", "N", "H", "H", "H", "H", "H", "H", "H", "H", "H", "C", "S", "O", "C", "H", "H", "H", "H", "H", "H", "C", "S", "O", "C", "H", "H", "H", "H", "H", "H", "C", "S", "O", "C", "H", "H", "H", "H", "H", "H", "C", "S", "O", "C", "H", "H", "H", "H", "H", "H", "C", "S", "O", "C", "H", "H", "H", "H", "H", "H", "C", "S", "O", "C", "H", "H", "H", "H", "H", "H", "C", "S", "O", "C", "H", "H", "H", "H", "H", "H", "C", "S", "O", "C", "H", "H", "H", "H", "H", "H", "C", "S", "O", "C", "H", "H", "H", "H", "H", "H"], "xyz": [[5.3608, -0.7202, 5.8175], [4.1662, -2.0164, 5.9396], [3.7400, -2.0844, 7.3139], [4.7029, -3.1721, 5.2642], [2.8355, -1.3754, 4.9078], [1.8174, -0.4517, 5.6191], [0.4850, -0.7858, 4.9324], [0.7789, -1.9789, 4.0601], [0.0535, -2.4089, 3.2015], [2.0417, -2.4588, 4.3525], [4.9252, 0.2062, 6.1997], [6.2158, -1.0314, 6.4224], [5.6451, -0.5981, 4.7703], [3.3671, -0.8116, 4.1268], [2.1019, 0.5880, 5.4384], [1.7939, -0.6755, 6.6876], [-0.3497, -0.9885, 5.6106], [0.1465, 0.0235, 4.2752], [2.4685, -2.9581, 3.5802], [-2.8048, -3.6844, 3.3700], [-3.5643, -2.4636, 4.4415], [-2.5819, -2.1796, 5.5282], [-4.8017, -3.5576, 5.1489], [-1.9833, -3.1751, 2.8716], [-2.4230, -4.5031, 3.9809], [-3.5264, -4.0509, 2.6417], [-4.3011, -4.4003, 5.6255], [-5.4728, -3.8890, 4.3567], [-5.3576, -2.9839, 5.8879], [-6.0527, -3.2665, -0.3196], [-4.8198, -2.4547, 0.7020], [-5.5499, -1.8038, 1.8258], [-4.3697, -1.1636, -0.4521], [-6.4673, -4.0862, 0.2633], [-6.8360, -2.5513, -0.5711], [-5.5755, -3.6557, -1.2189], [-5.2548, -0.5656, -0.6727], [-3.9630, -1.5959, -1.3662], [-3.6217, -0.5378, 0.0329], [-0.1288, 0.5112, 0.2946], [1.3426, -0.3126, 0.8902], [2.4292, 0.7213, 0.9667], [1.6747, -1.2625, -0.5937], [-0.4640, 1.1707, 1.0904], [0.1148, 1.0721, -0.6085], [-0.8965, -0.2374, 0.0999], [1.8266, -0.5860, -1.4345], [0.8402, -1.9405, -0.7761], [2.5836, -1.8361, -0.4220], [5.1996, 0.6599, -0.5488], [4.4305, 0.9729, -2.1302], [4.0511, -0.3597, -2.6851], [5.9097, 1.4951, -3.0061], [4.4026, 0.2729, 0.0828], [6.0082, -0.0618, -0.6660], [5.5639, 1.5988, -0.1314], [6.6493, 0.6955, -2.9671], [6.2941, 2.4055, -2.5465], [5.6256, 1.6932, -4.0377], [1.1507, -2.3365, -6.9336], [1.0558, -3.1845, -5.3592], [-0.3887, -3.2865, -5.0018], [1.7260, -1.8457, -4.3743], [0.7357, -3.0009, -7.6888], [0.5636, -1.4196, -6.8740], [2.1945, -2.1378, -7.1762], [1.0925, -0.9671, -4.5012], [2.7519, -1.6299, -4.6689], [1.7200, -2.1636, -3.3342], [-0.3114, 3.8455, 1.8585], [-0.5725, 3.7746, 3.6274], [-0.7481, 2.3313, 3.9666], [-2.2186, 4.4833, 3.5795], [0.6432, 3.3724, 1.6269], [-1.1258, 3.3058, 1.3759], [-0.3078, 4.8893, 1.5457], [-2.8495, 3.8607, 2.9435], [-2.1693, 5.4963, 3.1805], [-2.5958, 4.4856, 4.6007], [-6.0701, 3.1695, 0.6329], [-4.4588, 3.0963, 1.4224], [-3.5522, 2.3876, 0.4716], [-4.9055, 1.8984, 2.6820], [-5.9822, 3.8299, -0.2275], [-6.3533, 2.1669, 0.3134], [-6.7977, 3.5729, 1.3368], [-5.2726, 0.9859, 2.2091], [-5.6610, 2.3317, 3.3376], [-4.0036, 1.6793, 3.2523], [5.6329, -4.0181, -10.1840], [5.2449, -2.9602, -8.7867], [3.7674, -3.0182, -8.6169], [5.5993, -1.4031, -9.6093], [5.4222, -5.0410, -9.8790], [5.0002, -3.7401, -11.0263], [6.6888, -3.9167, -10.4347], [4.9692, -1.3172, -10.4941], [6.6559, -1.3638, -9.8744], [5.3659, -0.6074, -8.9048], [-3.1795, 4.5045, -0.9891], [-2.0207, 5.7765, -0.4761], [-2.5111, 6.2972, 0.8306], [-2.4747, 6.9841, -1.7241], [-3.0931, 3.6705, -0.2928], [-4.1906, 4.9090, -0.9494], [-2.9282, 4.1736, -1.9970], [-3.5378, 7.2063, -1.6353], [-2.2386, 6.5862, -2.7108], [-1.8876, 7.8807, -1.5362]]}